[1]
# C22H33AsF14N4OS5Sb2TeTi

A structure of composition C22H33AsF14N4OS5Sb2TeTi in a non-equilibrium geometry (wB97M-V/def2-TZVPD, the OMol25 dataset).

```
! RIJCOSX wB97M-V def2-TZVPD def2/J DEFGRID3
* xyz -1 2
F -0.36 0.48 1.94
Te 1.38 1.78 3.49
H 3.97 2.94 0.40
C -3.04 -3.66 -2.09
H -1.97 3.28 0.67
Sb -2.33 0.83 -0.44
C -0.39 3.62 -2.16
H 2.18 -2.76 -2.42
H -0.09 4.81 0.51
F -1.53 1.32 4.00
C 3.19 -3.09 -2.65
H -5.07 1.03 -0.84
H 4.02 -4.49 0.42
N 1.82 -0.86 -0.61
F -2.27 -0.40 5.04
C 0.59 2.56 -2.07
C -1.80 3.39 -2.17
H -2.95 2.29 1.76
C -2.11 -4.10 -1.15
F 2.39 0.44 2.25
N 0.96 -1.59 1.22
F 0.90 -4.31 5.22
C 3.30 2.91 -0.45
F 3.05 1.55 4.39
F -1.00 -2.51 2.81
S -0.61 -3.44 -0.80
F 0.48 -4.49 2.80
C -1.32 -1.75 -3.37
H -4.53 -0.62 -1.21
F -2.61 -0.22 2.92
H -0.97 -1.19 -2.51
S -2.60 -5.52 -0.23
C -0.80 6.02 -2.07
C -1.65 -0.04 3.91
H -3.72 4.32 -1.99
S -4.52 -4.57 -2.21
F 2.82 3.00 2.50
As -0.03 -3.42 4.07
H 1.57 2.81 -2.45
H -4.71 -0.11 0.48
H -0.42 7.04 -2.07
H 3.27 3.88 -0.94
N 2.72 -1.64 -0.01
C 3.50 -4.42 -0.54
H 3.66 -5.35 -1.07
H -3.43 2.09 -2.62
H -1.33 -1.13 -4.27
H -1.84 1.43 -3.08
H 3.12 -4.05 -3.16
H 4.26 -1.09 -1.23
H -3.71 3.06 0.35
C -2.81 2.58 0.73
C 2.18 -2.08 1.12
C -4.05 -5.86 -1.12
H 4.74 -1.98 0.24
H 3.60 2.14 -1.16
F 1.42 -2.42 3.73
N 0.77 -0.84 0.11
C 0.80 4.42 0.98
C 0.06 4.96 -2.16
C 4.02 -1.93 -0.57
S -4.99 -7.20 -0.89
F 1.07 2.74 5.22
F -0.46 -2.19 5.21
H 0.26 1.55 -2.29
C -2.64 4.49 -2.02
C 4.01 -3.25 -1.37
H 2.69 -2.71 1.83
C -4.42 0.22 -0.52
Sb 1.29 2.42 0.27
H 1.65 5.08 0.81
H 2.43 -4.33 -0.35
H 0.66 4.31 2.06
C -2.17 5.79 -1.96
Ti 0.09 -0.77 3.11
H -0.71 -2.64 -3.53
O 0.93 0.11 4.30
F -1.44 -4.35 4.40
C -2.38 2.05 -2.36
H 5.06 -3.44 -1.64
S -3.05 -2.26 -3.13
H 3.65 -2.37 -3.32
H 1.14 5.11 -2.20
H -2.85 6.62 -1.86
*
```

HOMO-LUMO gap (spin up / spin down): 5.68 / 3.94 eV
LUMO energy (spin up / spin down): 0.0365 / -0.0276 Eh

In the Mulliken picture, each atom carries the following charge in e: F 0.5527; Te 1.0931; H 0.3998; C 0.1604; H 0.1643; Sb 0.2253; C 1.0639; H 0.1026; H 0.3110; F -0.2464; C -1.1807; H 0.4386; H 0.3161; N -0.7366; F -0.2775; C -1.5928; C 0.7746; H 0.4620; C -0.3333; F -0.5417; N 0.6759; F -0.4831; C -1.5873; F -0.3927; F -0.5161; S 0.1949; F -0.4936; C -0.5888; H 0.2873; F -0.2504; H -0.1504; S 0.0423; C -0.5603; C 1.0139; H 0.3418; S -0.0862; F -0.6128; As 2.1704; H 0.7818; H 0.3697; H 0.3923; H 0.3859; N 0.8227; C -1.3448; H 0.4587; H 0.6353; H 0.5040; H 0.4724; H 0.4015; H 0.3719; H 0.4706; C -1.1854; C -0.7196; C 0.0601; H 0.4372; H 0.3893; F -0.4723; N 0.2495; C -1.2937; C -0.5602; C -1.3542; S -0.2080; F -0.5061; F -0.3778; H 0.1928; C -0.5411; C 0.8145; H 0.5602; C -1.3716; Sb 0.6719; H 0.3326; H 0.2082; H 0.4338; C -0.7829; Ti -0.2375; H 0.4137; O -0.1785; F -0.4790; C -1.6664; H 0.3095; S -0.0773; H 0.3833; H 0.2956; H 0.3770

[2]
# C11H20Cl2O2Tc

A structure of composition C11H20Cl2O2Tc in a non-equilibrium geometry (wB97M-V/def2-TZVPD, the OMol25 dataset).

```
! RIJCOSX wB97M-V def2-TZVPD def2/J DEFGRID3
* xyz -2 4
H -0.03 1.37 -3.14
H 3.33 -1.29 0.02
H 3.24 0.07 1.13
H -2.16 -2.04 -1.20
C -0.71 -0.55 -0.83
C -0.58 1.64 -2.24
O -0.96 2.41 1.06
H -0.55 -3.17 -0.37
H -0.40 2.69 -2.03
H 2.85 2.04 0.05
Cl -2.84 -1.24 1.23
H 1.73 2.80 -1.12
Tc -1.50 0.57 0.74
C -1.70 -1.21 -1.74
H 1.21 -3.14 -0.52
H -0.05 2.48 1.35
H -0.56 -0.82 2.90
C 0.36 -2.73 0.04
H -1.21 -1.58 -2.66
H -2.50 -0.51 -1.99
O -3.11 1.44 0.17
H -1.64 1.50 -2.45
Cl 0.62 -2.61 2.93
C -0.16 0.79 -1.10
C -0.98 0.21 2.68
H -0.25 0.92 3.08
C 1.14 0.84 -0.50
H -3.08 2.40 0.21
C 2.68 -0.80 0.75
H 0.46 -2.97 1.19
H 2.51 -1.52 1.56
H -1.93 0.32 3.28
C 0.34 -1.28 -0.15
H 2.82 1.53 -1.64
C 2.19 1.85 -0.81
C 1.39 -0.40 0.15
*
```

HOMO-LUMO gap (spin up / spin down): 4.69 / 6.08 eV
LUMO energy (spin up / spin down): 0.2039 / 0.2029 Eh

In the Mulliken picture, each atom carries the following charge in e: H 0.2715; H 0.2845; H 0.3750; H 0.4057; C 0.4570; C -2.3321; O -0.8429; H 0.4071; H 0.4616; H 0.3892; Cl -0.4702; H 0.3766; Tc 0.1476; C -2.0125; H 0.3276; H 0.2263; H 0.1142; C -1.4653; H 0.2387; H 0.4410; O -0.7374; H 0.4080; Cl -0.8319; C 1.7214; C -0.6429; H 0.2745; C 0.4511; H 0.2574; C -1.8516; H -0.0660; H 0.2893; H 0.2422; C 1.0074; H 0.2917; C -1.9717; C 1.3578

[3]
# C2H7N2

The ion C2H7N2 with charge +1 in a non-equilibrium geometry (wB97M-V/def2-TZVPD, the OMol25 dataset).

```
! RIJCOSX wB97M-V def2-TZVPD def2/J DEFGRID3
* xyz 1 3
H -2.38 -1.04 -0.20
H 2.07 0.04 1.00
C -0.87 0.30 0.01
H 0.12 -1.51 -0.01
H 2.39 -0.33 -0.60
C 1.67 0.11 -0.02
N -2.14 -0.06 0.07
H 1.60 1.21 -0.10
H -2.87 0.68 0.16
H -0.64 1.41 0.18
N 0.23 -0.43 -0.11
*
```

HOMO-LUMO gap (spin up / spin down): 7.25 / 8.68 eV
LUMO energy (spin up / spin down): -0.1246 / -0.3155 Eh

In the Mulliken picture, each atom carries the following charge in e: H 0.2706; H 0.3492; C -0.0669; H 0.3142; H 0.3289; C -0.6598; N -0.2268; H 0.2783; H 0.3059; H 0.2076; N -0.1011

[4]
# C17H18N4O3S2

An isolated molecule of C17H18N4O3S2 (wB97M-V/def2-TZVPD, the OMol25 dataset).

```
! RIJCOSX wB97M-V def2-TZVPD def2/J DEFGRID3
* xyz 0 1
O 1.57 -1.81 1.51
H -8.48 -0.77 0.06
H -7.02 -1.48 0.75
O 1.96 0.16 -1.77
H 1.13 4.98 -0.45
C -3.17 -0.66 0.31
C -2.65 -1.36 1.40
S 3.42 2.59 0.97
N 3.52 -0.21 -0.14
H -7.21 1.02 -1.02
C 3.81 -1.54 -0.30
H -6.50 0.75 1.95
C 2.50 1.94 -0.35
S 5.31 -2.09 0.08
H 0.98 2.67 -1.68
C -7.41 -0.90 -0.09
C 1.72 4.12 -0.20
C -0.99 -0.67 -0.71
H 1.08 -1.88 -1.59
N 2.88 -2.39 -0.80
H -2.72 0.25 -1.57
H 3.17 -3.36 -0.80
O -4.83 0.79 -1.62
H -7.26 -1.47 -1.00
C 0.95 -1.78 0.47
N 1.51 -2.18 -0.72
H -5.01 -0.67 1.16
C -6.90 1.28 1.09
H 2.91 4.91 1.47
H -7.95 1.47 1.28
H -3.29 -1.63 2.22
C -2.33 -0.31 -0.74
C 2.61 0.57 -0.83
C -5.27 0.33 -0.59
C -1.32 -1.71 1.43
C -6.74 0.47 -0.20
H -6.38 2.23 1.00
C -0.48 -1.38 0.37
C 1.64 2.88 -0.86
H -0.35 -0.35 -1.52
H -0.90 -2.24 2.28
C 2.64 4.11 0.81
H 4.17 0.27 0.47
N -4.53 -0.35 0.33
*
```

HOMO-LUMO gap: 8.29 eV
SMILES string: CC(C)C(=O)Nc1ccc(C(=O)NNC(=S)NC(=O)c2cccs2)cc1
LUMO energy: -0.0089 Eh

In the Mulliken picture, each atom carries the following charge in e: O -0.6436; H 0.4090; H 0.3040; O -0.6348; H 0.4089; C 1.0463; C -0.5241; S -0.1818; N 0.0012; H 0.3425; C 0.1250; H 0.3064; C 0.2163; S -0.4172; H 0.4698; C -1.3468; C -0.5424; C -0.5219; H 0.3342; N -0.2552; H 0.5348; H 0.2485; O -0.6543; H 0.3533; C 0.4679; N -0.2152; H 0.1015; C -1.3508; H 0.4464; H 0.4092; H 0.3428; C -1.2075; C 0.6837; C 0.4579; C -1.1877; C 0.2399; H 0.3533; C 1.0025; C -0.4599; H 0.2651; H 0.4437; C -0.3489; H 0.1517; N 0.0263